(1)
{
  "formula": "C5H9ClS2",
  "method": "ωB97M-V/def2-TZVPD",
  "elements": ["C", "C", "C", "C", "C", "H", "H", "H", "H", "H", "H", "H", "H", "H", "S", "S", "Cl"],
  "xyz": [[0.327386, -1.086344, 2.423265], [0.213595, -0.926326, -0.454121], [1.210532, 1.405860, -1.775346], [-1.146678, -0.319425, -0.478967], [-1.558734, 0.749375, 0.182698], [-0.509949, -0.254473, 2.308073], [1.355992, -0.598602, 2.422217], [0.012335, -1.842487, 3.160719], [0.316283, -1.559243, -1.381220], [0.326926, 2.087533, -1.667741], [2.057528, 2.110085, -1.736786], [1.204551, 0.924716, -2.829157], [-0.833589, 1.412555, 0.632440], [-2.607201, 1.133947, 0.106664], [0.307329, -2.110431, 0.823426], [1.513692, 0.303256, -0.429832], [-2.190001, -1.429995, -1.306332]],
  "forces_ev_per_a": [[-0.9, 1.4, -2.3], [0.0, 0.5, -2.0], [-0.6, 0.9, -2.1], [-0.3, -0.4, 0.4], [-1.3, 0.9, -0.9], [1.7, -1.8, 0.4], [-1.5, -0.8, 0.8], [0.7, 0.7, 0.0], [0.0, 0.6, 0.8], [0.4, -1.0, 0.0], [-0.1, -0.4, -0.1], [0.0, 0.6, 1.8], [0.1, -0.1, 0.1], [1.0, -0.7, 0.2], [0.4, -0.5, 2.1], [1.0, -0.2, 0.9], [-0.8, 0.3, -0.2]],
  "e_above_lowest_kj_mol": 112.3,
  "homo_ev": -8.9,
  "fmax_ev_per_a": 2.8
}



(2)
{
  "formula": "CH5BrN2",
  "method": "ωB97M-V/def2-TZVPD",
  "elements": ["C", "N", "N", "Br", "H", "H", "H", "H", "H"],
  "xyz": [[-0.334769, 0.536323, 0.390074], [0.509985, 0.073501, -0.622735], [-0.057843, -2.047273, -0.914619], [-0.641055, -2.520428, 0.660950], [-1.284059, 0.432974, -0.064069], [-0.275342, -0.097635, 1.363112], [0.031526, 1.511419, 0.578113], [1.563593, -0.211768, -0.330787], [-0.746539, -1.872328, -1.561032]],
  "forces_ev_per_a": [[1.0, -2.8, 1.6], [3.1, -3.8, -1.6], [4.7, 2.6, 0.6], [-1.2, -0.9, 1.7], [-1.5, 0.7, 0.2], [-0.3, 1.1, -1.2], [-0.1, 1.4, 0.5], [-3.2, 0.8, -0.4], [-2.6, 0.7, -1.5]],
  "e_above_lowest_kj_mol": 319.1,
  "homo_ev": [-8.9, -8.9],
  "fmax_ev_per_a": 5.4
}



(3)
{
  "formula": "C13H31N5O16",
  "method": "ωB97M-V/def2-TZVPD",
  "elements": ["C", "C", "O", "C", "O", "O", "C", "H", "H", "H", "H", "H", "H", "H", "H", "C", "C", "O", "C", "O", "O", "C", "H", "H", "H", "H", "H", "H", "H", "H", "C", "N", "O", "O", "H", "H", "H", "C", "N", "O", "O", "H", "H", "H", "C", "N", "O", "O", "H", "H", "H", "C", "N", "O", "O", "H", "H", "H", "C", "N", "O", "O", "H", "H", "H"],
  "xyz": [[-9.084044, -12.405501, -1.512749], [-9.031435, -12.746856, -0.049902], [-7.806702, -13.506630, 0.282280], [-7.516412, -13.508310, 1.561182], [-8.086143, -12.976629, 2.403142], [-6.426098, -14.308101, 1.725948], [-6.032977, -14.377099, 3.024508], [-8.381022, -11.637151, -1.832052], [-10.126740, -12.104211, -1.708986], [-8.748419, -13.238263, -2.141219], [-9.834312, -13.364411, 0.327087], [-9.106724, -11.907780, 0.626497], [-6.842674, -14.507224, 3.735934], [-5.499811, -13.497164, 3.395186], [-5.279894, -15.139749, 3.140946], [-11.645357, -11.084442, 1.719362], [-13.089731, -10.754893, 1.901458], [-13.511326, -10.976953, 3.309213], [-13.796659, -12.318280, 3.541936], [-13.829172, -13.119891, 2.677175], [-14.165515, -12.449291, 4.806157], [-14.577283, -13.919532, 5.053123], [-11.036561, -10.502067, 2.405430], [-11.371804, -10.825088, 0.684807], [-11.406517, -12.134245, 1.779093], [-13.759004, -11.379930, 1.314524], [-13.260463, -9.694945, 1.677283], [-15.437790, -14.183965, 4.443025], [-14.891529, -14.000473, 6.093804], [-13.801681, -14.625754, 4.832170], [-17.967927, -15.096079, -1.140937], [-18.862011, -15.480971, -0.038157], [-18.600119, -15.179437, 1.118447], [-19.856214, -16.152146, -0.341429], [-17.544481, -16.011893, -1.563335], [-17.250124, -14.433762, -0.673551], [-18.555360, -14.619189, -1.935504], [-13.896780, -18.005983, 2.176290], [-13.742048, -17.046331, 3.267146], [-12.629239, -16.576167, 3.433234], [-14.682547, -16.759814, 3.942946], [-14.907979, -17.946722, 1.760678], [-13.780412, -19.001346, 2.640885], [-13.122945, -17.759629, 1.446915], [-13.280794, -11.891535, -4.102470], [-11.926243, -11.482790, -4.485753], [-11.660884, -10.282132, -4.639658], [-11.116635, -12.396348, -4.654328], [-13.778299, -11.004872, -3.712817], [-13.215509, -12.662865, -3.351628], [-13.739124, -12.286529, -5.009534], [-10.513873, -15.464005, -2.841841], [-9.214543, -16.044358, -3.286047], [-8.433389, -16.339498, -2.360195], [-8.967040, -16.195432, -4.492331], [-10.471228, -15.194466, -1.804149], [-11.280225, -16.230706, -2.999644], [-10.661804, -14.562757, -3.439762], [-13.787730, -14.884415, 0.344863], [-13.599452, -13.756938, -0.646254], [-14.608024, -13.200757, -1.102058], [-12.431368, -13.502833, -0.980694], [-12.979281, -14.859215, 1.067377], [-13.741496, -15.825978, -0.231792], [-14.757491, -14.766627, 0.832716]],
  "forces_ev_per_a": [[0.1, -0.3, -0.2], [0.9, -0.6, 0.9], [-0.7, 0.8, -1.5], [2.9, -2.9, -3.4], [-2.6, 2.6, 4.1], [-1.0, 0.6, -1.7], [1.4, 0.2, 2.8], [-0.2, 0.4, 0.5], [0.5, -0.1, -0.4], [-0.6, -0.2, 0.2], [-0.5, -0.5, -0.5], [0.4, 0.6, -0.2], [-0.2, -0.4, -0.1], [-0.2, 0.5, -0.4], [-0.1, -0.7, -0.2], [0.4, 0.2, -0.9], [-0.7, -0.1, 1.1], [0.3, -1.3, -0.5], [-0.5, 4.0, 0.9], [0.2, -2.2, -1.3], [-0.3, -2.9, 0.1], [-0.5, 1.5, 0.3], [0.2, -0.1, 0.0], [0.0, 0.2, 0.2], [-0.1, -0.4, 0.5], [0.1, 0.2, -0.3], [-0.2, -0.3, 0.4], [0.1, 0.4, -0.2], [0.3, 0.4, -0.1], [0.7, 0.2, -0.1], [0.1, 0.3, -0.2], [-2.1, -1.4, 0.8], [0.4, 0.1, -1.1], [1.1, 0.8, 0.0], [0.1, 0.2, 0.3], [0.3, 0.1, -0.4], [0.1, 0.0, 0.5], [-0.3, -0.8, -0.4], [1.3, 0.8, 0.0], [0.2, -0.2, -0.2], [-1.5, -0.1, 0.6], [0.3, 0.2, 0.2], [0.2, 0.4, -0.4], [-0.1, -0.4, 0.2], [-0.5, 0.5, 0.0], [1.9, 0.7, -0.5], [-0.7, -1.9, 0.3], [-0.7, 0.9, 0.2], [-0.1, -0.2, -0.2], [0.1, -0.1, 0.1], [-0.1, 0.1, 0.1], [-0.2, 0.1, -0.9], [1.9, -0.7, 0.4], [-1.1, 0.4, -1.7], [-0.8, 0.4, 2.2], [0.3, -0.1, 0.4], [0.1, 0.3, -0.2], [-0.3, -0.3, -0.1], [-0.2, -0.1, -0.4], [0.2, 0.3, -0.5], [1.6, -0.8, 0.7], [-1.9, -0.2, 0.4], [0.0, 0.2, -0.1], [-0.1, 0.5, 0.1], [0.2, 0.1, -0.2]],
  "homo_ev": -10.7,
  "fmax_ev_per_a": 5.5
}



(4)
{
  "formula": "C5H12O",
  "method": "ωB97M-V/def2-TZVPD",
  "elements": ["C", "C", "C", "H", "H", "H", "H", "H", "H", "C", "O", "C", "H", "H", "H", "H", "H", "H"],
  "xyz": [[2.456802, -0.407941, -0.457403], [1.999096, 0.498979, 0.632049], [1.271935, 1.603342, 0.466163], [3.522384, -0.652874, -0.429802], [2.247431, 0.039492, -1.439150], [1.936055, -1.379309, -0.463826], [2.175493, 0.023983, 1.600502], [0.783228, 2.065977, 1.310104], [1.370462, 2.171757, -0.450820], [-2.325217, -0.444433, -0.102813], [-1.715590, 0.635690, -0.814378], [-1.415403, -1.554014, 0.398540], [-3.072805, -0.925396, -0.752671], [-2.862049, 0.063391, 0.696367], [-0.798170, 0.443174, -0.975210], [-1.290868, -2.343173, -0.369190], [-1.914442, -2.040025, 1.225737], [-0.415504, -1.235315, 0.667417]],
  "forces_ev_per_a": [[0.4, 0.2, -1.3], [-0.5, -1.0, 0.2], [1.1, 0.0, 0.5], [0.0, 0.1, 0.2], [0.1, -0.1, 0.1], [0.0, 0.3, 0.3], [-0.5, 0.5, 0.2], [0.1, 0.3, 0.0], [-0.7, -0.3, -0.3], [-0.3, 0.3, -0.4], [-0.3, -0.3, -0.1], [-0.1, -0.5, -0.9], [0.0, 0.3, 0.1], [0.0, -0.3, 0.3], [0.6, -0.2, 0.0], [0.0, 0.5, 0.2], [0.1, -0.1, 0.4], [0.1, 0.3, 0.4]],
  "e_above_lowest_kj_mol": 159.1,
  "homo_ev": -9.6,
  "fmax_ev_per_a": 1.3
}



(5)
{
  "formula": "C32H33F6N6O11S3Ti",
  "method": "ωB97M-V/def2-TZVPD",
  "elements": ["Ti", "C", "C", "N", "C", "C", "N", "C", "O", "O", "C", "O", "O", "H", "H", "H", "H", "H", "F", "C", "F", "F", "S", "O", "O", "N", "S", "O", "O", "C", "F", "F", "F", "C", "O", "C", "C", "C", "C", "C", "C", "N", "C", "N", "C", "C", "C", "C", "C", "C", "O", "C", "N", "C", "C", "C", "C", "C", "C", "O", "C", "H", "H", "H", "H", "H", "H", "H", "H", "H", "H", "H", "H", "H", "H", "H", "H", "H", "H", "H", "H", "H", "H", "C", "S", "C", "H", "H", "H", "H", "H", "H"],
  "xyz": [[-0.036287, -0.379629, -0.009520], [0.299250, 3.716179, -0.459258], [0.937089, 2.710746, -1.345733], [0.845508, 1.398106, -1.234923], [1.539840, 0.864441, -2.296793], [2.068025, 1.868571, -3.052042], [1.673887, 3.026229, -2.430824], [2.899180, 1.944289, -4.278985], [3.254125, 0.805679, -4.821298], [3.203559, 3.032677, -4.719219], [1.639280, -0.616521, -2.438561], [2.266888, -1.090063, -3.397344], [1.063872, -1.266552, -1.518083], [0.084153, 3.259025, 0.499901], [-0.643790, 4.069733, -0.882962], [0.952942, 4.576132, -0.312982], [1.919607, 3.941920, -2.773864], [2.900016, 0.009192, -4.287534], [-0.074785, 2.949400, 4.744335], [0.722780, 2.674122, 3.717297], [0.500446, 3.587710, 2.766665], [1.984825, 2.791423, 4.119830], [0.349316, 0.940211, 3.082339], [0.044279, 1.159572, 1.669820], [-0.681920, 0.480516, 3.943819], [1.714457, 0.201044, 3.324944], [2.639825, -0.321521, 2.176841], [1.914160, -0.732202, 0.988707], [3.639597, -1.194892, 2.685290], [3.581339, 1.156474, 1.580901], [4.455915, 1.556932, 2.498550], [4.237874, 0.853176, 0.462749], [2.755406, 2.176798, 1.315211], [-4.054452, 2.589110, -2.812028], [-4.895106, 2.798195, -1.679720], [-4.349583, 3.066673, -0.456226], [-5.099146, 3.939298, 0.333071], [-4.704791, 4.251075, 1.620347], [-3.537604, 3.703072, 2.136313], [-2.787281, 2.849651, 1.347556], [-3.169584, 2.503375, 0.049721], [-2.438587, 1.567742, -0.733708], [-2.018264, 0.277115, -0.212626], [-2.810300, -0.166638, 0.885900], [-2.326877, -1.266560, 1.571344], [-0.983774, -1.626999, 1.402161], [-0.503947, -2.724304, 2.124507], [-1.328006, -3.437243, 2.978810], [-2.665789, -3.066616, 3.133218], [-3.164332, -1.985003, 2.432885], [-4.464568, -1.531008, 2.498438], [-5.336921, -2.227073, 3.354295], [-1.612212, -0.634661, -1.163297], [-2.329747, -1.768371, -1.545837], [-1.674446, -2.970973, -1.790072], [-2.359579, -4.120521, -2.154112], [-3.736918, -4.090704, -2.275165], [-4.419043, -2.899612, -2.051518], [-3.728748, -1.745824, -1.706158], [-4.342346, -0.535633, -1.530817], [-5.744106, -0.532479, -1.370393], [-4.670449, 2.828643, -3.678995], [-3.701639, 1.562689, -2.862041], [-3.199701, 3.270318, -2.787391], [-6.004837, 4.351137, -0.093696], [-5.309562, 4.920240, 2.219922], [-3.219545, 3.926798, 3.146634], [-1.899051, 2.379667, 1.735726], [-1.703146, 1.971559, -1.292945], [-3.806537, -0.005711, 0.880928], [0.534902, -3.020261, 2.021987], [-0.942862, -4.280560, 3.539349], [-3.300701, -3.628256, 3.805069], [-6.303011, -1.731998, 3.280642], [-4.992281, -2.190489, 4.392487], [-5.443546, -3.274160, 3.052629], [-0.602602, -2.986181, -1.680111], [-1.811585, -5.038495, -2.326785], [-4.289357, -4.982811, -2.541889], [-5.494906, -2.875651, -2.155464], [-6.014833, 0.491489, -1.122234], [-6.047603, -1.206931, -0.563134], [-6.259424, -0.822610, -2.292141], [1.766971, -4.669530, -0.597118], [2.920817, -4.163156, 0.690713], [3.984168, -3.082770, -0.281793], [1.454779, -3.793100, -1.157044], [0.895222, -5.108002, -0.111208], [2.212214, -5.398607, -1.274629], [4.570905, -3.644978, -1.007994], [4.655587, -2.582315, 0.415519], [3.380394, -2.337721, -0.792003]],
  "forces_ev_per_a": [[-0.7, -0.1, -0.2], [0.0, 0.0, 0.0], [0.0, 0.0, 0.0], [0.0, 0.0, 0.0], [0.1, 0.0, 0.0], [0.0, 0.0, 0.0], [0.0, 0.0, 0.0], [0.0, 0.0, 0.0], [0.0, 0.0, 0.0], [0.0, 0.0, 0.0], [0.0, 0.0, 0.0], [0.1, 0.0, 0.0], [0.1, -0.1, -0.1], [0.0, 0.0, 0.0], [0.0, 0.0, 0.0], [0.0, 0.0, 0.0], [0.0, 0.0, 0.0], [-0.1, 0.0, 0.0], [0.0, 0.0, 0.0], [0.0, 0.0, 0.0], [0.0, 0.0, 0.0], [0.0, 0.0, 0.0], [0.0, 0.0, 0.0], [0.1, 0.0, 0.1], [0.0, 0.0, 0.0], [0.0, 0.0, 0.0], [0.0, 0.0, 0.1], [0.1, 0.1, -0.1], [0.0, 0.0, 0.0], [0.0, 0.0, 0.0], [0.0, 0.0, 0.0], [0.0, 0.0, 0.0], [0.0, 0.0, 0.0], [0.0, 0.0, 0.0], [0.0, -0.1, 0.0], [0.0, 0.1, 0.0], [0.0, 0.0, 0.0], [0.0, 0.0, 0.0], [0.0, 0.0, 0.0], [-0.1, -0.1, 0.0], [0.1, 0.0, 0.0], [-0.1, 0.0, 0.2], [0.2, 0.1, 0.0], [0.0, 0.1, 0.2], [0.1, 0.1, 0.0], [0.0, 0.1, 0.0], [0.0, 0.0, 0.0], [0.0, 0.0, 0.0], [0.0, 0.0, 0.0], [0.0, 0.0, 0.0], [0.0, 0.0, 0.0], [0.0, 0.0, 0.0], [0.3, 0.0, 0.2], [0.0, 0.0, -0.1], [0.0, 0.0, 0.0], [0.0, 0.0, 0.0], [0.0, 0.0, 0.0], [0.0, 0.0, 0.0], [0.0, 0.0, 0.0], [0.0, 0.0, 0.0], [0.0, 0.0, 0.0], [0.0, 0.0, 0.0], [0.0, 0.0, 0.0], [0.0, 0.0, 0.0], [0.0, 0.0, 0.0], [0.0, 0.0, 0.0], [0.0, 0.0, 0.0], [0.1, 0.0, 0.0], [-0.1, 0.0, -0.1], [0.0, -0.1, -0.1], [0.0, 0.0, 0.0], [0.0, 0.0, 0.0], [0.0, 0.0, 0.0], [0.0, 0.0, 0.0], [0.0, 0.0, 0.0], [0.0, 0.0, 0.0], [0.1, 0.0, 0.0], [0.0, 0.0, 0.0], [0.0, 0.0, 0.0], [0.0, 0.0, 0.0], [0.0, 0.0, 0.0], [0.0, 0.0, 0.0], [0.0, 0.0, 0.0], [0.0, 0.0, 0.0], [0.0, 0.0, 0.1], [0.1, 0.0, 0.1], [-0.1, 0.1, -0.1], [0.0, 0.0, 0.0], [0.0, 0.0, 0.0], [0.0, 0.0, 0.0], [0.0, 0.0, 0.0], [-0.1, 0.1, 0.0]],
  "charge": -1,
  "e_above_lowest_kj_mol": 131.0,
  "homo_ev": -4.4,
  "fmax_ev_per_a": 0.7
}



(6)
{
  "formula": "C3H4INO",
  "method": "ωB97M-V/def2-TZVPD",
  "elements": ["C", "C", "C", "N", "O", "I", "H", "H", "H", "H"],
  "xyz": [[0.789311, 1.679845, 0.079794], [1.472575, 1.132613, -0.865340], [-0.941895, -1.535907, 0.137466], [-0.685946, -1.919832, 1.265850], [0.301865, 2.086514, 1.042113], [-2.564105, -0.018066, -0.391268], [2.410362, 1.526776, -0.923792], [0.971875, 0.573921, -1.692006], [-0.959187, -2.232121, -0.720643], [-0.794858, -1.293742, 2.067823]],
  "forces_ev_per_a": [[-0.5, -0.1, 1.3], [-2.3, -1.6, -2.0], [-2.7, -0.7, -1.3], [1.4, 0.4, 1.2], [-0.5, 0.4, 0.3], [1.1, -0.3, 0.3], [2.6, 0.7, -0.5], [0.6, 0.6, 0.9], [0.6, 0.7, 0.2], [-0.4, -0.1, -0.3]],
  "e_above_lowest_kj_mol": 169.5,
  "homo_ev": -9.4,
  "fmax_ev_per_a": 3.4
}